Density functional theory data (wB97M-V/def2-TZVPD) for a structure of composition FGdNO4S2 at a distorted geometry.

```
9
Properties=species:S:1:pos:R:3:forces:R:3:lowdin_spin:R:1
Gd -0.4540 2.3651 -1.7428 0.22 -0.29 0.04 6.676
F -0.0756 1.4307 0.3439 -0.28 0.57 -1.10 -0.027
N -0.0365 -1.2249 0.2935 0.35 -0.84 -0.29 0.091
S -0.0396 0.0446 1.3743 2.11 0.38 4.81 -0.010
O -1.3052 0.0821 2.0221 1.37 -0.44 -1.91 0.006
O 1.2453 0.1422 1.9761 -1.95 -0.19 -1.39 0.031
S -0.2140 -1.2176 -1.3030 -1.85 -3.07 -1.95 0.143
O 1.1985 -1.7026 -0.9914 0.10 1.21 2.25 0.003
O -0.3189 0.0804 -1.9729 -0.08 2.67 -0.46 0.086
```
Forces are in eV/Å.

As for the spin multiplicity: 8. The charge is +3. The value obtained for the HOMO-LUMO gap (spin up / spin down) is 8.14 / 4.81 eV. Its LUMO energy (spin up / spin down) is -0.627 / -0.719 Ha. Its expectation value of S² is 16.183. For the HOMO energy (spin up / spin down), the calculation gives -0.92651 / -0.89611 hartree.

Density functional theory data (wB97M-V/def2-TZVPD) for a cluster of 8 separate species, FH14O7 in total at a distorted geometry.

```
22
Properties=species:S:1:pos:R:3:forces:R:3:nbo_charge:R:1
F 9.5040 0.6390 11.2190 -0.68 0.44 -0.04 -0.813
O 8.4360 -1.2020 9.4450 -0.97 -1.38 -2.35 -0.959
H 8.5560 -0.5360 10.0880 0.36 1.52 1.26 0.495
H 7.8830 -0.8320 8.7220 0.68 -0.21 0.98 0.455
O 10.3740 4.0700 12.4850 0.50 1.40 -1.06 -0.956
H 10.4870 4.1080 13.4200 0.23 -0.05 0.98 0.461
H 9.8810 3.2720 12.3730 -0.41 -0.85 -0.06 0.478
O 10.4790 -1.3780 12.3980 0.05 0.25 -1.25 -0.997
H 10.0750 -0.6100 11.8750 0.39 -1.34 1.23 0.494
H 10.1430 -1.3470 13.2810 -0.44 0.28 0.63 0.452
O 7.0040 1.6290 11.5450 1.47 -0.60 1.01 -0.993
H 7.9680 1.3030 11.6180 -2.06 0.34 -0.58 0.495
H 6.8510 1.7970 10.6210 0.17 0.16 -0.49 0.466
O 9.3370 1.7800 13.5200 2.09 -0.93 0.76 -0.995
H 8.5380 2.2470 13.5440 -1.96 0.71 -0.32 0.469
H 9.4940 1.3600 12.6480 -0.35 -0.11 0.14 0.498
O 11.9840 0.3840 10.5740 1.75 -1.48 -2.96 -0.962
H 11.7620 -0.1900 9.7680 0.56 1.27 1.83 0.457
H 11.1350 0.5230 10.9390 -1.54 0.44 0.67 0.482
O 9.3020 2.7630 9.6200 -0.96 -0.73 0.30 -0.981
H 9.2470 2.0370 10.2840 0.00 0.11 -0.74 0.487
H 10.1350 3.1250 9.8680 1.13 0.76 0.05 0.467
```
Forces are in eV/Å.

As for the spin multiplicity: 1. The charge is -1. The value obtained for the HOMO-LUMO gap is 10.39 eV. Its LUMO energy is 0.132 Ha. For the HOMO energy, the calculation gives -0.24986 hartree. For the energy relative to the best compared isomer or geometry (same formula, charge and spin), the calculation gives 64.13 kJ/mol.

Density functional theory data (wB97M-V/def2-TZVPD) for a structure of composition FH16NiO8 at a distorted geometry.

```
26
Properties=species:S:1:pos:R:3:forces:R:3:lowdin_spin:R:1
Ni -0.7847 -0.9701 -0.8708 -1.14 1.33 0.31 1.805
F 0.5913 0.0399 -0.0758 0.25 -0.57 -0.37 0.062
O 0.2013 2.4639 0.6102 0.12 0.56 0.43 0.001
H 0.5613 1.6439 0.2612 0.15 -0.29 0.00 0.000
H 0.8123 2.6959 1.3292 -0.18 0.30 -0.33 0.000
O 0.1353 -1.2491 -2.6938 0.21 0.86 -0.11 0.027
H -0.2037 -1.7031 -3.4948 0.41 0.62 0.54 0.003
H 0.6103 -0.3941 -2.9158 -0.48 -1.56 -0.10 0.000
O -0.8247 0.8599 2.7032 -0.57 -0.88 -0.21 0.000
H -0.1247 0.1679 2.6972 -0.07 0.58 0.45 0.000
H -0.5927 1.3809 1.9252 0.04 0.62 -0.06 0.000
O -1.3967 1.0299 -1.5268 -0.59 -0.73 -0.47 0.023
H -2.1537 1.6079 -1.6588 -0.32 -0.15 -0.07 0.002
H -0.6617 1.6239 -1.4878 0.92 0.72 0.29 0.000
O -0.2617 -2.6741 -0.0248 2.98 1.00 -2.00 0.038
H 0.6923 -2.5341 0.2382 -1.28 -0.54 -0.37 0.000
H -0.7307 -2.9681 0.7072 -1.50 -0.99 2.37 0.002
O -2.1467 -0.4551 0.7372 -0.38 -0.86 -1.38 0.034
H -1.8947 -0.0231 1.5712 0.88 0.43 1.01 0.001
H -2.8507 0.1059 0.3952 -0.15 -0.08 0.00 0.001
O 1.3643 -0.6141 2.3342 -0.64 -2.35 0.26 0.000
H 1.3333 -0.3511 1.4182 0.30 0.78 -0.81 0.000
H 0.9533 -1.5141 2.2162 0.82 1.06 0.93 0.000
O 2.7383 0.3619 -1.5718 -0.90 -0.60 0.08 0.000
H 2.6823 1.2839 -1.8198 0.16 0.37 0.02 0.000
H 1.9513 0.1839 -1.0018 0.96 0.37 -0.40 0.000
```
Forces are in eV/Å.

As for the spin multiplicity: 3. The charge is +1. The value obtained for the HOMO-LUMO gap (spin up / spin down) is 10.39 / 9.24 eV. Its LUMO energy (spin up / spin down) is -0.151 / -0.193 Ha. Its expectation value of S² is 2.003. For the HOMO energy (spin up / spin down), the calculation gives -0.53245 / -0.53230 hartree. For the energy relative to the best compared isomer or geometry (same formula, charge and spin), the calculation gives 0.00 kJ/mol.

Density functional theory data (wB97M-V/def2-TZVPD) for a cluster of 9 separate species, FH16O8 in total at a distorted geometry.

```
25
Properties=species:S:1:pos:R:3:forces:R:3:nbo_charge:R:1
F -0.1073 0.1652 -0.2388 0.54 -0.52 -0.15 -0.847
O -0.4187 2.5228 0.6528 -1.10 0.70 1.57 -0.987
H -0.4819 1.6155 0.3497 0.20 -0.66 -0.17 0.497
H 0.1880 2.9442 0.0813 0.92 0.53 -1.10 0.457
O 0.3412 -2.1158 -1.6877 0.54 -0.58 -0.47 -0.981
H -0.3979 -2.7220 -1.6059 -0.13 0.29 0.23 0.463
H 0.1968 -1.3636 -1.1019 -0.41 0.22 0.18 0.498
O 2.8807 -1.5625 0.7885 1.13 1.38 1.69 -0.986
H 2.5657 -2.2863 0.2992 -0.94 -1.05 -1.19 0.473
H 2.5923 -0.7250 0.3853 0.28 -0.72 -0.43 0.484
O 0.1020 -1.3981 1.9044 -0.58 -1.11 1.10 -0.971
H 0.5658 -0.9334 2.5960 0.30 0.11 0.24 0.466
H 0.1410 -0.8167 1.1573 0.13 0.88 -1.31 0.500
O -0.0710 1.7927 -2.4461 1.48 -0.22 -0.19 -0.969
H -0.9377 2.1310 -2.5165 -1.53 0.50 -0.09 0.457
H -0.1308 1.0981 -1.7757 0.06 -0.13 0.08 0.494
O -2.6115 -0.1057 -0.8772 0.15 0.34 -0.32 -0.986
H -1.6558 0.0213 -0.6790 -0.40 -0.35 -0.05 0.491
H -2.9985 0.6688 -0.4579 -0.18 -0.16 0.17 0.461
O 2.4965 0.6463 -0.8074 1.63 -0.36 -0.92 -0.968
H 2.9707 1.2980 -0.2957 -0.48 0.27 0.33 0.470
H 1.5996 0.5002 -0.5341 -1.43 0.57 0.52 0.504
O -2.5066 -0.2074 2.0241 0.03 -0.27 0.34 -0.958
H -1.7266 -0.7540 1.8289 0.07 0.13 -0.35 0.493
H -2.5962 -0.4134 2.9565 -0.29 0.22 0.28 0.446
```
Forces are in eV/Å.

As for the spin multiplicity: 1. The charge is -1. The value obtained for the HOMO-LUMO gap is 10.62 eV. Its LUMO energy is 0.128 Ha. For the HOMO energy, the calculation gives -0.26219 hartree. For the energy relative to the best compared isomer or geometry (same formula, charge and spin), the calculation gives 92.95 kJ/mol.

Density functional theory data (wB97M-V/def2-TZVPD) for a cluster of 10 separate species, FH18O9 in total at a distorted geometry.

```
28
Properties=species:S:1:pos:R:3:forces:R:3:nbo_charge:R:1
F 0.0997 -0.1391 -0.0499 -0.15 -0.08 0.35 -0.797
O -1.6113 1.3589 1.0251 0.34 -0.74 0.15 -0.976
H -1.5923 2.0509 0.3841 -0.08 1.37 -0.39 0.463
H -0.9643 0.7489 0.5671 -0.14 -0.04 0.76 0.493
O -3.5133 -0.0231 -0.1249 -2.19 -1.47 -1.41 -0.976
H -2.8163 0.4479 0.2811 1.36 1.10 1.31 0.481
H -4.2563 -0.0211 0.4851 0.21 0.09 0.02 0.454
O 1.3857 1.9919 0.2811 0.26 0.63 0.05 -0.993
H 0.9477 1.1359 0.1271 0.16 -0.23 -0.29 0.495
H 1.6207 1.9409 1.2001 0.17 0.24 0.58 0.453
O -1.0183 0.9209 -2.1219 -1.32 1.03 -0.40 -0.979
H -0.5823 0.5229 -1.3519 -0.38 -0.44 0.29 0.496
H -1.8473 1.3879 -1.8399 1.26 -0.98 -0.24 0.470
O 1.1937 2.5609 -2.3779 -0.29 0.11 0.28 -0.985
H 0.4977 1.9359 -2.0799 0.30 0.45 -0.78 0.482
H 1.4767 2.9349 -1.5339 0.19 -0.16 -0.12 0.476
O 2.1257 -2.6581 0.8081 1.80 -0.23 0.11 -0.952
H 2.3997 -2.9951 1.6591 0.25 0.01 0.31 0.441
H 1.1837 -2.6691 0.8771 -1.34 -0.15 -0.23 0.482
O 0.9567 -0.4451 2.6401 0.66 -0.01 1.43 -0.955
H 0.4447 -0.1931 1.8841 -0.19 0.30 -0.91 0.484
H 1.7817 0.0609 2.6061 -0.39 -0.34 -0.25 0.463
O 1.7247 -1.4001 -1.7169 0.61 -0.76 -2.09 -0.963
H 1.2667 -1.5431 -2.5789 0.30 0.40 1.35 0.456
H 1.1097 -1.0391 -1.0879 -0.61 0.27 0.23 0.489
O -0.4843 -2.5621 0.4361 -1.87 -1.26 1.45 -0.960
H -0.3093 -1.6231 0.5091 0.08 0.90 -0.55 0.496
H -1.2203 -2.6871 1.0921 1.03 -0.01 -1.02 0.463
```
Forces are in eV/Å.

As for the spin multiplicity: 1. The charge is -1. The value obtained for the HOMO-LUMO gap is 10.01 eV. Its LUMO energy is 0.116 Ha. For the HOMO energy, the calculation gives -0.25225 hartree. For the energy relative to the best compared isomer or geometry (same formula, charge and spin), the calculation gives 41.69 kJ/mol.

Density functional theory data (wB97M-V/def2-TZVPD) for the molecule FH2O3PS at a distorted geometry.

```
8
Properties=species:S:1:pos:R:3:forces:R:3:nbo_charge:R:1
O 0.1138 -0.0554 -1.4932 -3.39 3.11 -1.95 -0.931
P -0.2625 0.4907 -0.1225 -1.13 -0.78 4.98 1.898
O 1.1396 0.9112 0.6089 -0.91 -0.06 1.63 -1.004
S -1.8121 1.6088 0.0986 1.19 -0.88 -0.29 -0.464
O -0.3160 -1.2750 0.7937 0.51 3.46 -0.65 -0.386
F -0.8187 -2.1550 -0.1557 -0.50 -0.68 -0.68 -0.167
H 0.8185 -0.5760 -1.3709 4.65 -3.74 0.04 0.506
H 1.1374 1.0507 1.6410 -0.43 -0.42 -3.07 0.548
```
Forces are in eV/Å.

As for the spin multiplicity: 1. The value obtained for the HOMO-LUMO gap is 10.12 eV. As for the SMILES: OP(O)(=S)OF. Its LUMO energy is 0.002 Ha. For the HOMO energy, the calculation gives -0.37005 hartree. For the energy relative to the best compared isomer or geometry (same formula, charge and spin), the calculation gives 238.95 kJ/mol.